(1)
Formula: C5H5N
Source: the OMol25 dataset
Level of theory: ωB97M-V/def2-TZVPD

Values from the calculation:
Spin multiplicity = 1
Structure (SMILES) = C=CN1C2=C[C@@H]21
HOMO = -8.37 eV
Total charge = 0
HOMO-LUMO gap = 8.28 eV
ΔE to the lowest compared entry with this formula, charge and spin = 164.10 kcal per mole

Last column: Löwdin charge in e.
Geometry (Å):
C: -0.944 0.260 -1.884  0.030
C: -1.080 0.114 -0.562  -0.207
N: -0.151 0.312 0.416  -0.145
C: 0.092 -0.270 1.649  -0.096
C: 1.297 0.024 2.063  0.064
C: 1.260 0.032 0.356  0.034
H: -1.746 0.455 -2.518  0.032
H: 0.034 0.172 -2.207  0.026
H: -1.984 -0.279 -0.066  0.126
H: 1.899 0.069 2.922  0.060
H: 1.324 -0.890 -0.169  0.077

=====

(2)
Formula: C3H4Cl2OS
Source: the OMol25 dataset
Level of theory: ωB97M-V/def2-TZVPD

Values from the calculation:
Spin multiplicity = 1
Structure (SMILES) = OCC(=S)C(Cl)Cl
HOMO = -9.12 eV
Total charge = 0
HOMO-LUMO gap = 8.56 eV
ΔE to the lowest compared entry with this formula, charge and spin = 33.40 kcal per mole

Last column: Löwdin charge in e.
Geometry (Å):
O: 1.961 -0.487 -0.994  -0.140
C: 0.580 -0.651 -0.762  -0.314
C: 0.086 0.213 0.416  -0.843
S: 1.151 0.865 1.537  0.725
C: -1.408 0.525 0.663  -1.126
Cl: -2.383 -0.835 0.569  0.706
Cl: -1.387 1.823 -0.642  0.618
H: 2.661 -0.603 -0.214  0.137
H: 0.139 -0.080 -1.645  0.131
H: 0.189 -1.575 -0.607  0.072
H: -1.588 0.805 1.679  0.033

=====

(3)
Formula: C32H35Cl5CoFN2O3Sb
Source: the OMol25 dataset
Level of theory: ωB97M-V/def2-TZVPD

Values from the calculation:
Spin multiplicity = 4
⟨S²⟩ = 3.763
HOMO (spin up / spin down) = -0.67 / -2.00 eV
Total charge = -2
HOMO-LUMO gap (spin up / spin down) = 4.85 / 6.18 eV
ΔE to the lowest compared entry with this formula, charge and spin = 0.00 kcal per mole

Last column: Löwdin charge in e.
Geometry (Å):
Co: -0.230 -1.720 -0.295  0.557
O: -0.197 -0.707 1.582  -0.187
C: 0.641 -0.796 2.545  -0.414
C: 0.194 -0.771 3.892  -0.036
C: 1.067 -0.765 4.956  -0.123
C: 2.446 -0.796 4.736  -0.147
C: 2.916 -0.855 3.440  -0.075
C: 2.059 -0.875 2.333  -0.144
C: 2.572 -0.971 0.987  -0.319
N: 1.891 -1.070 -0.150  0.063
C: 2.812 -1.127 -1.162  -0.139
C: 4.070 -1.073 -0.657  -0.104
N: 3.913 -0.971 0.707  0.096
H: -0.876 -0.724 4.060  0.107
H: 0.682 -0.738 5.970  0.087
H: 3.136 -0.779 5.571  0.076
H: 3.991 -0.886 3.288  0.088
H: 2.500 -1.189 -2.191  0.092
H: 5.039 -1.090 -1.125  0.092
H: 4.649 -0.987 1.386  0.125
C: 0.594 2.966 2.567  -0.168
C: -0.575 3.478 1.731  -0.557
C: -0.467 4.988 1.541  -0.159
Sb: -0.775 2.141 -0.064  1.610
C: 0.758 3.061 -1.442  -0.550
C: 2.121 2.522 -1.017  -0.174
C: 0.850 4.568 -1.654  -0.159
C: -2.660 3.013 -0.924  -0.553
C: -3.800 2.518 -0.036  -0.183
C: -2.811 4.508 -1.180  -0.165
H: 0.624 3.459 3.548  0.069
H: 1.545 3.168 2.067  0.057
H: 0.528 1.891 2.732  0.045
H: -1.504 3.258 2.269  0.067
H: 0.517 5.256 1.155  0.048
H: -0.592 5.502 2.504  0.065
H: -1.220 5.372 0.855  0.038
H: 0.485 2.592 -2.393  0.066
H: 2.432 2.956 -0.061  0.057
H: 2.889 2.772 -1.760  0.069
H: 2.101 1.439 -0.905  0.036
H: 1.193 5.076 -0.752  0.046
H: -0.100 5.006 -1.954  0.035
H: 1.577 4.788 -2.450  0.065
H: -2.721 2.489 -1.884  0.071
H: -3.739 2.972 0.959  0.060
H: -3.758 1.433 0.071  0.040
H: -4.773 2.791 -0.466  0.066
H: -2.913 5.060 -0.244  0.052
H: -3.721 4.691 -1.766  0.065
H: -1.974 4.920 -1.741  0.033
F: -0.045 -0.849 -6.529  -0.018
C: -0.089 -1.036 -5.165  -0.313
C: -0.756 -0.124 -4.378  -0.048
C: -0.777 -0.324 -2.998  -0.136
C: -0.158 -1.410 -2.361  -0.225
C: 0.491 -2.302 -3.233  -0.187
C: 0.538 -2.133 -4.617  -0.059
H: -1.255 0.725 -4.834  0.098
H: -1.342 0.379 -2.399  0.037
H: 0.982 -3.185 -2.827  0.084
H: 1.041 -2.847 -5.261  0.097
Cl: -2.290 -3.803 -2.132  0.718
C: -1.175 -4.645 -1.101  -0.682
C: -0.248 -3.909 -0.335  -0.194
C: 0.551 -4.724 0.473  -0.680
Cl: 1.744 -3.953 1.484  0.724
C: 0.462 -6.112 0.553  -0.720
Cl: 1.498 -7.029 1.602  0.605
C: -0.476 -6.782 -0.223  -0.732
Cl: -0.612 -8.504 -0.153  0.610
C: -1.295 -6.034 -1.061  -0.716
Cl: -2.466 -6.860 -2.038  0.611
C: -2.529 -2.936 1.823  -0.113
O: -3.037 -1.968 0.930  -0.140
C: -2.187 -1.395 -0.012  -0.498
O: -2.719 -0.443 -0.578  -0.114
H: -3.346 -3.179 2.505  0.075
H: -1.680 -2.540 2.384  0.065
H: -2.210 -3.841 1.305  0.063

=====

(4)
Formula: C21H20N5O9
Source: the OMol25 dataset
Level of theory: ωB97M-V/def2-TZVPD

Values from the calculation:
Spin multiplicity = 1
HOMO = -4.88 eV
Total charge = -1
HOMO-LUMO gap = 6.70 eV

Last column: Löwdin charge in e.
Geometry (Å):
C: -5.308 -1.688 3.793  -0.096
N: -5.096 -1.617 2.349  -0.254
C: -6.309 -1.277 1.611  -0.086
C: -3.834 -1.270 1.832  -0.280
C: -3.112 -2.197 1.036  -0.011
C: -1.926 -1.806 0.426  -0.025
C: -1.428 -0.500 0.611  -0.161
C: -0.404 0.070 -0.372  -0.140
C: 1.092 0.028 -0.140  -0.111
C: 1.391 0.732 1.179  -0.421
O: 0.693 1.673 1.538  0.104
O: 2.375 0.314 1.996  0.082
C: 3.198 -0.831 1.605  -0.515
C: 4.330 -0.447 0.682  0.017
C: 3.722 -1.361 2.925  0.011
O: 2.342 -1.804 0.988  0.075
C: 1.596 -1.382 -0.111  -0.370
O: 1.232 -2.196 -0.948  0.111
C: -2.126 0.396 1.444  -0.025
C: -3.296 0.014 2.086  -0.011
H: -4.344 -1.762 4.315  0.088
H: -5.864 -0.807 4.174  0.073
H: -5.907 -2.587 4.024  0.077
H: -6.038 -1.002 0.581  0.091
H: -6.977 -2.157 1.603  0.077
H: -6.843 -0.432 2.093  0.076
H: -3.528 -3.207 0.949  0.110
H: -1.368 -2.507 -0.191  0.110
H: -0.583 -0.387 -1.358  0.117
H: -0.664 1.130 -0.423  0.103
H: 3.958 -0.242 -0.327  0.084
H: 4.847 0.431 1.092  0.107
H: 5.005 -1.312 0.617  0.104
H: 2.890 -1.596 3.598  0.098
H: 4.332 -2.251 2.768  0.091
H: 4.334 -0.579 3.389  0.100
H: -1.730 1.397 1.602  0.109
H: -3.843 0.687 2.762  0.116
O: 1.573 2.067 -6.839  0.032
N: 2.371 2.256 -5.905  -0.337
O: 3.463 2.859 -6.066  -0.003
C: 2.128 1.755 -4.549  -0.118
C: 3.112 1.841 -3.545  0.093
C: 2.785 1.601 -2.187  -0.132
N: 3.723 2.036 -1.184  -0.326
O: 4.883 2.357 -1.536  0.005
O: 3.327 2.062 0.026  -0.003
C: 1.505 1.184 -1.665  -0.005
C: 0.520 1.167 -2.745  -0.175
N: -0.785 1.442 -2.524  0.145
O: -1.225 2.168 -3.697  -0.076
N: -0.280 2.132 -4.679  0.134
C: 0.792 1.449 -4.125  -0.135
H: 4.123 2.146 -3.830  0.129
H: 1.175 1.810 -0.749  0.147

=====

(5)
Formula: C3H10N3
Source: the OMol25 dataset
Level of theory: ωB97M-V/def2-TZVPD

Values from the calculation:
Spin multiplicity = 1
HOMO = -13.78 eV
Total charge = +1
HOMO-LUMO gap = 10.40 eV
ΔE to the lowest compared entry with this formula, charge and spin = 134.60 kcal per mole

Last column: Löwdin charge in e.
Geometry (Å):
C: 1.642 0.457 0.695  -0.072
C: 1.658 0.488 -0.774  -0.062
C: 0.525 -0.150 -0.087  -0.346
N: 0.027 -1.395 -0.187  0.091
N: -1.167 1.051 -0.171  -0.014
N: -2.223 0.088 0.026  -0.007
H: 2.198 -0.187 1.348  0.110
H: 1.574 1.393 1.278  0.131
H: 1.762 1.372 -1.236  0.073
H: 2.249 -0.403 -1.356  0.184
H: 0.019 -1.892 -1.147  0.189
H: -1.770 -0.891 0.292  0.152
H: -0.919 1.551 0.701  0.071
H: -2.743 0.156 -0.861  0.152
H: -3.033 0.257 0.833  0.239
H: 0.201 -1.896 0.645  0.109

=====

Question: The lowest total charge belongs to which entry?
Answer: C32H35Cl5CoFN2O3Sb

=====

Question: What is the total charge in the first record?
Answer: 0

=====

Question: What is the formula in the fifth record?
Answer: C3H10N3